No. 1
Density functional theory data (the ωB97M-V functional and the def2-TZVPD basis) for an isolated ion of composition C4H7O2 and charge -1 in a non-equilibrium geometry.

Properties
**2S+1**: 1
**Molar mass**: 87.10 g mol⁻¹
**Energy above the lowest of the compared OMol25 structures with the same formula, charge and spin**: 17.2 kcal/mol
**Total charge**: -1
**Frontier orbital gap**: 8.09 eV
**HOMO**: -3.7 eV

CARTESIAN COORDINATES (ANGSTROEM)
C  -0.731870  -0.816424  -0.848348
C  0.027469  -0.248349  0.304534
C  -0.528184  1.108254  0.828131
C  1.608823  -0.052658  -0.059232
O  2.051432  -0.950247  -0.853430
O  2.202018  0.891843  0.457965
H  -1.049408  -0.036746  -1.586280
H  -0.117897  -1.601322  -1.429678
H  -1.721518  -1.390647  -0.539931
H  0.006836  -0.854990  1.162377
H  -0.215745  1.852118  0.067871
H  0.043653  1.269544  1.784385
H  -1.575607  0.829628  0.711633

Force components x, y, z for each atom (eV/Å):
-1.58 -2.26 -1.34
2.21 2.04 -0.67
1.46 -1.27 -1.29
-0.93 -2.31 -1.29
-0.21 1.05 0.89
0.24 0.64 0.45
0.30 -0.44 0.54
-0.75 1.36 1.01
1.66 1.20 -0.38
0.00 -1.45 0.95
-0.43 -0.03 0.65
-1.45 0.29 -0.74
-0.53 1.18 1.21

Results of the Mulliken charge analysis, in e, for atoms 1 through 6: number 1, C, carries -1.21; number 2, C, carries 0.39; number 3, C, carries -1.25; number 4, C, carries 0.50; number 5, O, carries -0.76; number 6, O, carries -0.71


No. 2
Density functional theory data (the ωB97M-V functional and the def2-TZVPD basis) for C29H26AuFIN3O11S2 as an isolated structure.

Properties
**2S+1**: 3
**Molar mass**: 999.54 g mol⁻¹
**Energy above the lowest of the compared OMol25 structures with the same formula, charge and spin**: 1.6 kcal/mol
**<S²>**: 2.046
**Frontier orbital gap (spin up / spin down)**: 4.45 / 6.18 eV
**HOMO (spin up / spin down)**: -6.4 / -8.1 eV

CARTESIAN COORDINATES (ANGSTROEM)
Au  -0.330485  0.446958  -0.439687
C  -6.388317  -1.283313  2.468509
C  -6.567166  -1.186880  0.960672
N  -5.291515  -1.173992  0.246816
C  -4.722921  0.025020  -0.044328
C  -3.495121  0.202495  -0.596629
C  -3.044193  1.653848  -0.837196
O  -3.938200  2.479952  -0.947325
O  -1.789987  1.890408  -0.946554
C  -2.756081  -0.959892  -0.969128
O  -1.620947  -0.953939  -1.483002
C  -3.366420  -2.254348  -0.677994
C  -2.630310  -3.404283  -0.966883
C  -3.133076  -4.622896  -0.618298
F  -2.449742  -5.739864  -0.942628
C  -4.336010  -4.746716  0.082961
C  -5.069461  -3.606795  0.364139
C  -4.604094  -2.344457  -0.029496
N  -4.817212  -6.003692  0.552963
C  -5.989495  -6.583222  -0.073770
C  -6.835586  -7.225628  1.042645
N  -5.921882  -7.465973  2.215020
C  -4.632136  -8.086805  1.765595
C  -3.863350  -7.028312  0.950829
H  -7.358841  -1.296205  2.965377
H  -5.826568  -0.426524  2.839514
H  -5.841260  -2.183970  2.749896
H  -7.085734  -0.266291  0.698521
H  -7.176270  -2.003580  0.570676
H  -5.308902  0.907320  0.183584
H  -1.666524  -3.309384  -1.452459
H  -5.978701  -3.709756  0.940298
H  -5.719667  -7.332449  -0.829051
H  -6.565208  -5.808635  -0.573221
H  -7.259950  -8.186325  0.757726
H  -7.630995  -6.569727  1.391248
H  -6.382923  -8.029987  2.926788
H  -5.695150  -6.550539  2.612484
H  -4.903542  -8.955780  1.168738
H  -4.080742  -8.420557  2.641029
H  -3.377254  -7.530014  0.110872
H  -3.085247  -6.564674  1.555776
O  3.111268  1.919234  -1.011146
S  2.674891  1.541873  0.298170
O  3.277620  2.211877  1.416404
O  1.183612  1.567695  0.504997
C  3.242649  -0.243408  0.577932
C  4.718497  -0.105870  0.821141
C  5.244343  -0.074467  2.062649
C  4.420030  -0.255594  3.198313
C  3.084797  -0.651703  3.029287
C  2.530629  -0.765649  1.791299
S  1.011003  -1.670109  1.665626
O  0.119634  -1.187135  2.690863
O  1.367975  -3.069355  1.745853
O  0.502138  -1.389732  0.273902
H  5.321825  0.037335  -0.064911
H  6.305870  0.091964  2.188993
H  4.834046  -0.176382  4.193530
H  2.491433  -0.942135  3.887246
I  0.355922  -7.055571  -3.148359
C  1.068422  -5.152107  -2.643757
C  1.881922  -5.003225  -1.532868
C  2.326422  -3.735971  -1.183531
C  1.954337  -2.635735  -1.944552
C  1.148500  -2.803553  -3.064655
C  0.701962  -4.064412  -3.424213
C  2.261981  -1.233869  -1.520516
O  3.147104  -1.206189  -0.506190
O  1.776181  -0.279705  -2.059382
H  2.149294  -5.858206  -0.927645
H  2.913450  -3.596500  -0.288348
H  0.852517  -1.927400  -3.626112
H  0.069315  -4.195691  -4.291545

Force components x, y, z for each atom (eV/Å):
-0.10 0.08 -0.03
0.00 -0.01 0.01
-0.03 -0.01 0.01
0.04 0.00 -0.05
0.01 -0.04 0.00
0.00 0.04 0.00
-0.03 -0.15 -0.32
0.03 -0.04 0.18
-0.02 0.14 0.05
0.02 0.11 0.15
-0.04 0.00 -0.25
0.00 -0.06 0.06
-0.05 0.02 0.00
0.05 -0.03 -0.03
-0.02 0.00 0.02
-0.06 0.04 0.01
0.05 -0.04 0.00
0.00 0.09 0.00
-0.02 0.03 0.04
0.00 -0.02 -0.04
0.01 0.00 0.00
-0.02 -0.01 0.03
0.00 0.00 -0.02
0.04 -0.02 0.01
0.00 0.00 -0.01
0.00 0.00 0.00
0.01 0.00 0.00
0.01 0.00 0.00
0.01 0.00 0.00
-0.02 -0.01 0.01
0.02 -0.01 0.00
0.00 -0.01 0.00
0.01 0.00 0.00
-0.01 0.00 0.01
0.00 0.00 0.00
0.00 0.00 0.00
0.00 0.00 -0.01
0.00 0.00 -0.01
0.00 0.00 0.01
0.00 0.02 0.01
-0.01 0.01 -0.01
0.00 0.00 0.00
0.07 0.02 -0.15
-0.19 0.27 0.07
0.05 0.02 0.09
0.12 -0.06 -0.01
0.26 -0.40 0.12
-0.13 0.07 -0.10
-0.08 0.00 0.06
0.02 -0.01 0.01
0.03 -0.04 0.00
-0.03 0.00 -0.13
-0.09 0.01 -0.04
-0.02 0.05 -0.05
0.02 -0.02 0.00
0.15 -0.13 0.25
-0.02 0.02 -0.02
0.01 0.00 0.01
0.01 0.01 0.00
0.01 0.00 0.01
0.01 -0.01 -0.01
0.00 0.01 -0.01
0.00 -0.01 0.02
-0.02 0.01 -0.03
0.02 -0.07 0.02
0.01 0.03 0.03
-0.02 -0.01 -0.02
0.13 -0.01 0.00
-0.06 0.03 0.05
-0.14 0.06 0.00
0.01 0.01 0.00
0.00 -0.01 0.00
0.00 -0.01 -0.01
0.00 0.00 0.00

Results of the Mulliken charge analysis, in e, for atoms 1 through 6: number 1, Au, carries 0.96; number 2, C, carries -1.02; number 3, C, carries -1.00; number 4, N, carries 0.19; number 5, C, carries -0.15; number 6, C, carries -0.46


No. 3
Density functional theory data (the ωB97M-V functional and the def2-TZVPD basis) for a 6-piece molecular cluster, C48H90BBrClINO20S overall in a non-equilibrium geometry.

Properties
**2S+1**: 1
**Molar mass**: 1286.38 g mol⁻¹
**Total charge**: +1
**Frontier orbital gap**: 6.06 eV
**HOMO**: -11.0 eV

CARTESIAN COORDINATES (ANGSTROEM)
C  -5.265413  5.252114  -2.420359
C  -4.776985  5.047270  -0.878718
C  -3.996286  3.607991  -0.801510
C  -2.682208  3.849560  0.052794
C  -1.654154  2.671843  0.360822
N  -0.873993  2.941468  1.603230
Br  -0.886455  4.763365  2.264610
C  0.525813  2.493801  1.801116
C  0.679031  1.516622  3.109233
C  1.414033  2.152372  0.495382
C  1.567282  3.633200  -0.144786
C  2.611682  4.636483  0.526338
O  2.896721  5.684092  -0.132219
C  2.808493  1.690859  1.009418
C  4.201888  1.659630  0.276764
C  5.358746  2.105776  1.366029
I  4.723399  2.754413  -1.497729
C  0.466170  1.161549  -0.449167
C  0.118745  -0.172304  0.389463
S  -0.338853  -1.797252  -0.066298
C  -0.468104  -2.725244  -1.547395
C  0.209552  -4.205877  -1.370293
B  1.493137  0.724617  -1.619744
O  1.823349  1.495616  -2.824940
C  2.480335  -0.601269  -1.498473
C  3.786288  -0.601116  -2.389463
C  -0.918726  1.942414  -0.919056
C  -2.049680  0.803165  -1.319486
C  -1.851965  -0.036448  -2.642296
C  -2.685665  0.528196  -3.937488
C  -2.995325  -0.630754  -5.009182
O  -3.795726  -0.380811  -5.945960
O  -2.382250  -1.923281  -4.917466
C  -1.621275  -2.075830  -6.173267
C  -0.425307  -3.152419  -5.923932
C  -0.922061  2.748757  -2.269315
C  -0.391696  4.170759  -2.620326
O  0.695407  4.328276  -3.250261
Cl  -1.274026  5.802024  -2.504180
H  -4.360224  5.019183  -3.094479
H  -6.146277  4.586033  -2.704244
H  -5.531856  6.352256  -2.639229
H  -4.080396  5.923409  -0.656442
H  -5.675013  5.097358  -0.176428
H  -3.927459  3.239968  -1.862269
H  -4.744042  2.916278  -0.248052
H  -3.231547  4.020561  1.071403
H  -2.258727  4.862563  -0.229435
H  -2.417426  1.865538  0.728555
H  -1.375569  2.506927  2.419375
H  1.113962  3.380257  2.272057
H  0.105437  2.100784  3.937811
H  0.143122  0.522600  3.020041
H  1.750914  1.463260  3.497823
H  0.568026  4.212258  -0.141026
H  1.878802  3.574600  -1.238052
H  3.164215  4.474573  1.513429
H  2.999648  2.368415  1.945334
H  2.775797  0.662970  1.559461
H  4.488017  0.554405  0.056218
H  6.377511  1.727637  0.996391
H  5.088413  1.763442  2.418553
H  5.409126  3.260105  1.295394
H  -0.744163  0.195893  1.090830
H  0.982563  -0.321533  1.151895
H  -1.562312  -2.955491  -1.855302
H  -0.014130  -2.230585  -2.492172
H  -0.653931  -4.938606  -1.136835
H  0.903641  -4.250196  -0.456663
H  0.687857  -4.567753  -2.339439
H  1.576568  0.906735  -3.586318
H  2.795023  -0.705396  -0.385242
H  1.941350  -1.579980  -1.736669
H  4.022878  0.270638  -3.064776
H  4.701301  -0.739723  -1.690931
H  3.804366  -1.544171  -3.065193
H  -3.069391  1.317631  -1.548247
H  -2.344518  0.126901  -0.452114
H  -0.806354  -0.239147  -3.027972
H  -2.356460  -1.065852  -2.472297
H  -3.669621  1.014534  -3.595594
H  -2.102333  1.337762  -4.509285
H  -1.197476  -1.070548  -6.534305
H  -2.316302  -2.439901  -7.023632
H  0.501291  -2.620294  -5.512955
H  -0.207078  -3.719748  -6.906280
H  -0.840229  -3.934705  -5.184265
H  -2.035038  2.849171  -2.608281
H  -0.520183  2.135332  -3.170235
C  -3.002718  5.441916  5.006899
C  -3.706981  4.111450  4.817732
O  -3.278648  3.156451  5.793949
C  -3.801754  3.311526  7.025033
O  -4.587363  4.163981  7.358917
O  -3.276314  2.369482  7.822885
C  -3.672464  2.483093  9.190501
H  -1.918392  5.304288  5.016431
H  -3.267318  6.135818  4.205659
H  -3.272072  5.902389  5.960339
H  -3.442718  3.698509  3.839009
H  -4.794398  4.222750  4.837444
H  -4.759387  2.515040  9.287622
H  -3.219795  3.372435  9.635260
H  -3.304346  1.604304  9.720454
C  -6.816163  0.557111  -7.450984
C  -6.128130  0.858968  -8.768974
O  -6.030367  -0.316436  -9.582238
C  -7.162123  -0.686224  -10.204375
O  -8.226448  -0.118273  -10.141560
O  -6.912586  -1.815103  -10.888862
C  -8.063897  -2.374741  -11.518865
H  -6.318835  -0.270221  -6.939348
H  -6.807381  1.434875  -6.801178
H  -7.855565  0.256169  -7.605425
H  -5.105253  1.190690  -8.574198
H  -6.630175  1.663849  -9.312882
H  -8.568698  -1.639550  -12.148832
H  -8.747311  -2.767205  -10.761948
H  -7.733181  -3.200541  -12.149489
C  -3.106894  -7.844109  3.800972
C  -4.103738  -7.543920  2.697090
O  -4.544272  -6.180575  2.754588
C  -3.678178  -5.271310  2.282817
O  -2.586662  -5.501042  1.817150
O  -4.223709  -4.052539  2.441958
C  -3.358609  -2.983086  2.070924
H  -3.520936  -7.574800  4.775664
H  -2.844455  -8.903894  3.805795
H  -2.188761  -7.264707  3.674847
H  -4.991840  -8.165424  2.833945
H  -3.696516  -7.776411  1.709408
H  -2.979149  -3.112783  1.055198
H  -2.533244  -2.909228  2.783700
H  -3.933246  -2.056367  2.108531
C  8.451598  -1.745246  6.409564
C  8.485546  -0.758943  5.257282
O  7.163181  -0.319951  4.912579
C  6.619909  0.590324  5.735606
O  7.140074  1.065799  6.714747
O  5.377508  0.861979  5.294034
C  4.644345  1.745249  6.140857
H  7.776267  -2.574596  6.185200
H  9.449349  -2.141722  6.607050
H  8.083169  -1.274190  7.324437
H  8.892040  -1.253296  4.371347
H  9.131365  0.095971  5.474767
H  5.200730  2.665078  6.332396
H  4.398474  1.241661  7.078791
H  3.714514  2.003942  5.631823
C  9.460917  -6.849423  1.602571
C  9.341217  -5.835072  0.480456
O  8.057127  -5.197190  0.494552
C  7.890903  -4.250139  1.430732
O  8.716550  -3.893806  2.237944
O  6.634097  -3.782488  1.333837
C  6.293915  -2.835718  2.343892
H  8.634356  -7.563135  1.564602
H  10.404935  -7.393352  1.531599
H  9.417670  -6.365204  2.581414
H  9.424794  -6.348331  -0.480511
H  10.141794  -5.091477  0.519603
H  7.015036  -2.016366  2.379803
H  6.229848  -3.335031  3.313787
H  5.314065  -2.421909  2.101870

Force components x, y, z for each atom (eV/Å):
0.60 0.50 0.24
-0.14 -0.11 -1.48
-1.56 0.74 0.48
-1.44 0.48 1.38
-2.90 -1.56 -1.90
-0.07 0.30 1.94
-0.27 0.43 -0.10
4.92 -0.74 2.14
-1.75 1.05 0.42
-2.15 1.46 -0.03
0.03 0.01 -0.59
0.84 3.18 -2.87
-1.29 -4.03 2.84
0.59 -0.40 2.64
1.94 -1.74 1.49
-0.53 0.83 -1.18
-0.29 -0.07 0.22
0.61 0.27 -0.62
0.71 4.07 1.99
-1.03 -2.21 2.42
0.24 -1.50 -4.23
-0.99 -0.13 0.73
1.95 -0.31 -2.09
-2.38 -1.61 1.30
-0.18 -0.13 0.75
1.35 -1.44 -0.12
-0.66 -1.28 0.59
-1.29 0.38 -0.27
-1.32 -0.88 -1.28
0.67 -0.54 0.46
-2.81 0.60 -2.31
3.15 -0.87 3.49
0.21 3.10 -0.67
0.93 -1.27 -1.50
-1.27 0.19 -0.10
-1.96 0.72 -2.22
5.69 1.27 -3.14
-4.93 -1.13 3.03
-0.08 -1.73 0.50
-1.45 0.26 0.91
1.24 0.85 0.44
0.23 -1.76 0.48
-0.82 -1.27 -0.10
1.33 -0.15 -0.86
0.38 0.35 1.17
1.53 0.75 -0.86
1.31 -0.07 -1.46
-0.02 -1.55 0.16
1.58 1.14 -0.60
0.28 0.31 -1.16
-1.20 -1.32 -1.21
0.90 -0.96 -1.11
1.04 1.05 0.08
-1.57 -0.14 -0.92
1.40 -0.92 0.01
-0.34 0.10 1.40
-0.88 -0.11 -0.98
-0.37 -0.88 -1.73
-0.24 1.53 -1.22
-0.84 2.02 0.01
-1.58 0.40 0.77
0.55 0.30 -1.36
-0.04 -1.82 0.52
1.13 -0.94 -1.18
-1.26 0.15 -1.56
1.66 0.80 0.76
-0.63 -0.73 1.64
1.43 1.15 -0.33
-0.79 0.16 -1.63
-0.44 0.69 1.39
0.91 0.77 0.73
-0.64 -0.02 -1.70
0.43 1.35 0.51
-0.69 -0.79 0.99
-1.37 0.28 -1.25
-0.08 1.53 1.09
1.87 -0.34 0.71
1.01 0.71 -1.01
-0.99 0.27 0.90
1.12 1.68 -0.10
1.31 -0.95 -0.71
-0.87 -1.26 0.72
-0.58 -1.39 0.75
1.00 0.53 1.60
-1.29 -0.98 -0.58
-0.16 1.14 1.59
0.84 1.26 -1.03
1.72 -0.10 0.97
-0.14 0.94 2.06
0.02 0.13 0.27
-0.08 0.51 -0.10
-0.06 -0.23 0.02
0.01 0.09 0.46
0.35 -0.43 -0.33
-0.16 0.29 -0.59
-0.12 -0.04 0.61
-0.05 -0.03 -0.07
-0.01 -0.05 0.02
-0.10 -0.08 -0.15
0.04 -0.24 0.17
0.12 -0.01 0.16
0.15 0.14 -0.09
-0.19 -0.03 -0.08
0.08 0.03 -0.32
-0.30 -0.29 0.02
-0.06 0.43 0.47
-0.21 -0.15 -0.43
-0.02 -0.03 0.22
0.49 -0.23 -0.10
0.05 0.43 0.20
-0.34 -0.26 -0.26
0.13 0.17 -0.02
0.06 -0.03 -0.05
0.08 0.17 -0.07
-0.01 -0.29 -0.20
-0.09 -0.23 -0.04
0.02 -0.02 0.21
-0.02 0.17 -0.11
0.22 0.14 0.17
0.23 0.26 0.08
0.25 -0.68 0.13
0.15 0.57 -0.34
-0.02 -0.37 0.26
-0.48 0.22 0.07
0.05 -0.28 -0.09
0.17 0.29 -0.11
-0.09 -0.14 -0.07
-0.08 0.06 -0.01
-0.08 -0.11 -0.11
-0.07 0.36 -0.03
0.04 0.22 0.10
0.09 -0.08 0.19
0.05 -0.08 -0.21
-0.19 -0.24 0.10
-0.27 0.08 0.25
0.70 -0.41 0.23
-0.45 0.54 0.01
0.43 -0.38 0.18
-0.37 -0.09 -0.53
0.17 0.01 -0.12
-0.19 0.23 0.25
0.16 -0.01 -0.11
-0.07 0.02 -0.08
0.14 0.04 -0.10
-0.33 0.13 -0.06
-0.26 0.02 0.07
0.02 -0.19 0.08
0.13 0.16 -0.03
0.14 -0.19 -0.14
-0.16 0.09 0.31
0.58 -0.44 0.08
-0.23 0.58 0.18
0.14 -0.38 -0.01
-0.40 0.00 -0.36
0.33 -0.08 -0.11
-0.12 0.29 0.29
0.11 -0.02 -0.14
-0.07 0.03 -0.05
0.11 0.02 -0.14
-0.30 0.21 0.03
-0.21 0.04 0.13
0.00 -0.18 0.09
0.14 0.15 -0.05
0.08 -0.23 -0.18

Results of the Mulliken charge analysis, in e, for atoms 1 through 6: number 1, C, carries -1.04; number 2, C, carries -0.50; number 3, C, carries -0.10; number 4, C, carries -2.20; number 5, C, carries 0.51; number 6, N, carries 0.22